(1)
{
  "formula": "C7H11N2O",
  "method": "the ωB97M-V functional and the def2-TZVPD basis",
  "elements": ["C", "C", "C", "C", "C", "C", "C", "N", "N", "O", "H", "H", "H", "H", "H", "H", "H", "H", "H", "H", "H"],
  "positions_angstrom": [[-1.3769, -1.3524, 0.7670], [-0.1495, -1.3275, 1.2203], [-0.1743, 0.0769, -0.4959], [0.0653, 2.3880, 1.0704], [2.5753, 0.1390, -0.7690], [-2.6157, 0.1908, -0.8521], [1.9959, -0.5826, 0.3114], [-1.4782, -0.4642, -0.2785], [0.6831, -0.5974, 0.4061], [-0.3394, 1.8946, 0.0980], [-2.1759, -1.9727, 1.0696], [0.2211, -1.8793, 2.1803], [0.1805, 0.4318, -1.4253], [0.6609, 2.1803, 1.8530], [2.1641, 1.1270, -0.7535], [2.2288, -0.2542, -1.7051], [3.6452, 0.0353, -0.7622], [-2.5653, 1.1834, -0.6312], [-2.5120, 0.2485, -1.9165], [-3.4866, -0.2553, -0.5104], [2.4535, -1.2101, 1.1236]],
  "forces_ev_per_angstrom": [[-1.4, 1.2, -0.9], [2.5, -2.8, 4.2], [-1.1, -4.3, 1.5], [-2.1, 2.8, -1.6], [0.8, -0.1, -0.5], [1.2, -1.1, -1.2], [0.9, -1.8, 3.0], [3.5, 0.7, -0.8], [-3.5, 1.6, -2.1], [-0.6, 0.9, -0.4], [-0.8, -0.1, 0.5], [-0.5, 1.1, -2.3], [0.0, 0.2, -0.7], [2.5, -1.6, 2.8], [0.5, 1.2, -0.1], [-0.2, -0.5, -0.9], [0.4, 0.6, 0.0], [-0.3, 2.8, 1.4], [-0.3, -0.8, -0.9], [-1.7, -0.8, 0.3], [0.1, 0.9, -1.3]],
  "nbo_charge": [-0.014, -0.100, 0.255, 0.442, -0.687, -0.396, 0.094, -0.336, -0.336, -0.453, 0.254, 0.260, 0.236, 0.153, 0.225, 0.237, 0.269, 0.213, 0.221, 0.232, 0.231],
  "charge": 1,
  "de_lowest_kcal_mol": 128.1,
  "total_energy_ev": -12452.8796,
  "lumo_energy_ev": [-4.094, -4.147],
  "largest_force_ev_per_a": 5.61
}

(2)
{
  "formula": "C7H11N2O3S",
  "method": "the ωB97M-V functional and the def2-TZVPD basis",
  "elements": ["C", "C", "C", "C", "C", "C", "C", "N", "N", "O", "O", "O", "S", "H", "H", "H", "H", "H", "H", "H", "H", "H", "H", "H"],
  "positions_angstrom": [[-0.0741, 1.3353, 0.4621], [0.9152, 0.4311, 0.2033], [-1.5178, 0.9390, 0.7346], [2.3187, 0.3930, -0.2294], [2.5953, -0.9867, -0.8182], [1.5646, -1.9055, -0.1332], [0.3818, -1.0079, 0.1454], [-1.7271, -0.5725, 0.7986], [-0.8091, -1.4135, 0.3050], [-5.7822, -0.3430, -1.0763], [-4.0525, -1.4752, 0.2852], [-4.7043, 0.9489, 0.8603], [-4.4638, -0.2068, -0.4358], [0.0346, 2.4251, 0.2758], [-1.9210, 1.3748, 1.6053], [-2.1467, 1.4710, -0.1125], [2.6446, 1.1551, -0.8174], [2.8832, 0.4597, 0.6607], [2.2507, -0.9504, -1.9132], [3.6969, -1.0659, -0.8720], [1.2396, -2.6322, -0.8513], [1.9228, -2.2899, 0.8184], [-2.6472, -1.0007, 0.5834], [-5.2024, 0.5522, 1.6332]],
  "forces_ev_per_angstrom": [[1.2, -0.1, -0.6], [-4.4, -0.8, 0.3], [-0.3, -0.8, -2.8], [-0.6, -1.3, 1.4], [-1.0, 1.1, -2.2], [0.3, 0.3, -0.4], [1.9, 1.4, 0.0], [0.9, 1.5, -0.1], [0.7, 0.0, 0.3], [0.2, 0.0, 0.4], [-1.5, 0.8, -0.4], [-0.6, -0.9, 0.8], [-0.3, -0.3, 0.0], [0.3, -0.7, 0.4], [-0.3, 0.4, 1.3], [0.9, -1.2, 1.2], [0.7, 2.4, -1.9], [1.0, 0.1, 1.3], [0.6, 0.0, 1.3], [-0.6, -1.0, 0.5], [0.1, -1.1, 0.2], [0.1, -0.5, 0.0], [0.0, 0.6, 0.4], [0.7, 0.3, -1.3]],
  "nbo_charge": [-0.180, -0.065, -0.270, -0.436, -0.381, -0.438, 0.104, -0.454, -0.192, -1.014, -1.024, -0.984, 1.672, 0.183, 0.200, 0.177, 0.206, 0.199, 0.185, 0.204, 0.222, 0.199, 0.427, 0.460],
  "charge": -1,
  "de_lowest_kcal_mol": 5.2,
  "total_energy_ev": -27394.3700,
  "lumo_energy_ev": 3.191,
  "largest_force_ev_per_a": 4.44
}